Record 1
{"formula": "C19H29ClN3O4S", "method": "ωB97M-V with the def2-TZVPD basis set", "symbols": ["O", "C", "N", "H", "C", "H", "C", "N", "C", "H", "C", "O", "C", "H", "C", "H", "H", "H", "H", "H", "H", "H", "H", "H", "H", "C", "C", "C", "C", "C", "C", "H", "H", "Cl", "S", "O", "O", "N", "C", "C", "C", "C", "H", "H", "C", "H", "H", "C", "H", "H", "H", "H", "H", "H", "H", "H", "H"], "coordinates": [[1.255, 2.051, -0.010], [0.168, 2.323, 0.521], [-0.145, 3.581, 0.893], [-1.022, 3.709, 1.373], [0.807, 4.679, 0.991], [0.281, 5.523, 1.436], [1.383, 5.120, -0.358], [2.412, 4.175, -0.840], [3.748, 4.405, -0.252], [3.682, 4.418, 0.835], [4.686, 3.280, -0.705], [4.777, 3.245, -2.104], [3.522, 3.019, -2.688], [3.680, 3.005, -3.767], [2.535, 4.130, -2.311], [1.560, 3.923, -2.753], [2.904, 5.095, -2.672], [3.116, 2.048, -2.367], [5.695, 3.457, -0.332], [4.320, 2.317, -0.317], [4.131, 5.367, -0.605], [2.046, 3.185, -0.497], [0.576, 5.163, -1.094], [1.817, 6.118, -0.264], [1.622, 4.395, 1.668], [-0.833, 1.277, 0.776], [-0.368, -0.028, 0.942], [-1.229, -1.060, 1.245], [-2.591, -0.808, 1.371], [-3.073, 0.489, 1.169], [-2.206, 1.521, 0.881], [-2.613, 2.507, 0.709], [-4.132, 0.670, 1.252], [-3.682, -2.049, 1.790], [-0.454, -2.698, 1.498], [0.908, -2.405, 1.822], [-1.254, -3.432, 2.422], [-0.499, -3.439, 0.037], [0.490, -3.045, -0.939], [-0.056, -2.232, -2.117], [-0.559, -3.125, -3.251], [-1.842, -3.887, -2.925], [-2.078, -4.529, -3.776], [-2.666, -3.177, -2.815], [-1.767, -4.751, -1.666], [-0.880, -5.383, -1.684], [-2.639, -5.407, -1.654], [-1.798, -3.930, -0.380], [-2.158, -4.539, 0.452], [-2.500, -3.094, -0.520], [-0.742, -2.509, -4.134], [0.228, -3.837, -3.507], [-0.851, -1.566, -1.773], [0.754, -1.610, -2.503], [0.988, -3.943, -1.319], [1.231, -2.475, -0.378], [0.688, -0.242, 0.883]], "homo_lumo_gap_ev": 8.6, "charge": 1, "de_lowest_kcal_mol": 3.2, "e_homo_ev": -11.541, "lumo_ev": -2.97, "smiles": "O=C(NCC[NH+]1CCOCC1)c1ccc(Cl)c(S(=O)(=O)N2CCCCCC2)c1", "total_energy_ha": -2064.78614}

=====

Record 2
{"formula": "C19H29F2IN3O5S3", "method": "ωB97M-V with the def2-TZVPD basis set", "symbols": ["C", "C", "C", "C", "O", "S", "O", "O", "C", "N", "C", "C", "C", "N", "C", "O", "F", "C", "O", "F", "C", "C", "C", "C", "S", "C", "S", "N", "C", "C", "C", "C", "H", "H", "H", "H", "H", "H", "H", "H", "H", "H", "H", "H", "H", "H", "H", "H", "H", "H", "H", "H", "H", "H", "H", "H", "H", "H", "H", "H", "H", "I"], "coordinates": [[-3.244, -0.441, 2.403], [-2.782, -1.033, 1.293], [-1.308, -1.052, 0.839], [-1.025, -2.481, 0.280], [0.152, -2.632, -0.559], [0.247, -1.558, -1.788], [0.260, -2.219, -3.071], [1.578, -0.985, -1.607], [-1.051, -0.234, -1.629], [-0.778, 1.004, -2.331], [-0.005, 0.974, -3.371], [1.363, 1.721, -3.260], [-0.302, 0.373, -4.753], [-2.499, -0.634, -1.814], [-2.819, -1.682, -2.763], [-2.593, -1.684, -3.900], [-3.554, -2.734, -2.311], [-3.381, 0.438, -2.133], [-3.577, 0.928, -3.166], [-4.144, 0.878, -1.084], [-0.878, 0.143, -0.075], [-1.429, 1.537, 0.307], [-0.225, 2.545, 0.554], [0.056, 2.795, 2.075], [1.880, 2.834, 2.427], [2.246, 1.273, 3.320], [1.500, 1.104, 4.792], [3.127, 0.358, 2.755], [3.323, -0.849, 3.585], [2.147, -1.895, 3.491], [2.776, -0.013, 1.353], [3.410, 0.934, 0.267], [-4.272, -0.027, 2.361], [-2.705, -0.374, 3.363], [-3.501, -1.600, 0.663], [-0.706, -0.949, 1.782], [-0.873, -3.135, 1.166], [-1.923, -2.953, -0.268], [1.419, 2.385, -4.155], [2.207, 1.007, -3.228], [1.304, 2.382, -2.374], [0.240, -0.561, -4.984], [0.053, 1.129, -5.497], [-1.397, 0.304, -4.911], [0.228, 0.209, 0.044], [-1.992, 1.534, 1.266], [-2.074, 2.040, -0.433], [-0.531, 3.532, 0.127], [0.678, 2.263, -0.026], [-0.287, 3.820, 2.328], [-0.389, 2.031, 2.740], [4.202, -1.381, 3.145], [3.603, -0.631, 4.630], [1.166, -1.454, 3.750], [2.105, -2.396, 2.506], [2.362, -2.684, 4.248], [1.673, -0.080, 1.284], [3.165, -1.025, 1.116], [3.721, 1.900, 0.718], [4.283, 0.441, -0.199], [2.630, 1.208, -0.475], [-2.863, -4.646, -0.812]], "homo_lumo_gap_ev": 5.5, "charge": -1, "e_homo_ev": -3.665, "lumo_ev": 1.83, "total_energy_ha": -2973.67256}

=====

Record 3
{"formula": "C19H29IInO12", "method": "ωB97M-V with the def2-TZVPD basis set", "symbols": ["C", "C", "In", "C", "I", "C", "C", "O", "O", "C", "C", "O", "H", "H", "H", "H", "H", "H", "H", "H", "H", "H", "H", "C", "C", "C", "O", "C", "O", "O", "H", "H", "H", "H", "H", "H", "C", "C", "C", "O", "C", "O", "O", "H", "H", "H", "H", "H", "H", "C", "C", "C", "O", "C", "O", "O", "H", "H", "H", "H", "H", "H"], "coordinates": [[0.421, -2.837, 2.327], [0.222, -1.395, 1.948], [-0.776, -0.716, 0.033], [0.466, 1.032, -0.766], [-0.566, -2.860, -1.863], [-2.991, -0.280, 0.203], [-3.426, 0.656, 1.477], [-2.585, 0.888, 2.497], [-4.762, 1.306, 1.500], [-5.843, 0.280, 1.504], [-6.386, -0.496, 0.142], [-6.479, -0.050, 2.657], [0.979, -3.053, 3.360], [0.017, -3.717, 1.642], [0.651, -0.577, 2.700], [0.022, 1.524, -1.734], [0.754, 1.825, 0.075], [1.510, 0.553, -1.093], [-3.589, -1.303, 0.276], [-3.365, 0.257, -0.782], [-7.579, -0.532, 0.100], [-6.059, 0.060, -0.843], [-6.050, -1.634, 0.129], [-4.022, -1.799, 4.025], [-3.961, -3.300, 3.823], [-4.659, -4.084, 4.893], [-3.975, -5.325, 4.851], [-2.715, -5.055, 4.392], [-1.792, -5.851, 4.400], [-2.628, -3.772, 3.927], [-3.345, -1.292, 3.330], [-5.037, -1.422, 3.868], [-3.699, -1.521, 5.035], [-4.331, -3.559, 2.823], [-5.724, -4.222, 4.685], [-4.541, -3.659, 5.895], [6.735, 0.697, -0.912], [5.254, 0.414, -0.753], [4.393, 1.640, -0.820], [3.257, 1.251, -0.067], [3.692, 0.315, 0.830], [3.029, -0.108, 1.762], [4.970, -0.080, 0.546], [7.323, -0.194, -0.668], [6.968, 1.004, -1.936], [7.064, 1.487, -0.228], [4.937, -0.345, -1.477], [4.109, 1.896, -1.845], [4.840, 2.517, -0.342], [2.023, 4.355, -6.085], [2.608, 3.255, -5.221], [3.147, 3.738, -3.909], [4.124, 2.757, -3.605], [4.555, 2.260, -4.804], [5.522, 1.530, -4.941], [3.759, 2.692, -5.828], [1.821, 3.982, -7.094], [1.092, 4.737, -5.656], [2.725, 5.189, -6.194], [1.873, 2.452, -5.087], [2.381, 3.775, -3.129], [3.643, 4.712, -3.970]], "homo_lumo_gap_ev": 7.1, "charge": -1, "e_homo_ev": -5.051, "lumo_ev": 2.06, "total_energy_ha": -2131.99811}

=====

Record 4
{"formula": "C19H29N5O3Ru", "method": "ωB97M-V with the def2-TZVPD basis set", "symbols": ["Ru", "C", "N", "C", "C", "O", "C", "O", "C", "C", "O", "N", "C", "C", "H", "H", "H", "H", "H", "H", "H", "H", "H", "H", "H", "H", "H", "H", "H", "H", "N", "C", "C", "N", "H", "H", "H", "H", "H", "H", "H", "H", "H", "N", "C", "C", "C", "C", "C", "C", "C", "C", "C", "H", "H", "H", "H"], "coordinates": [[0.056, 0.458, 0.350], [4.652, 2.288, 0.579], [3.595, 2.992, -0.149], [4.002, 4.163, -0.927], [2.350, 2.581, -0.072], [2.004, 1.573, 0.600], [1.282, 3.404, -0.776], [0.102, 2.621, -0.791], [-1.109, 3.321, -0.999], [-2.210, 2.482, -0.365], [-1.893, 1.556, 0.432], [-3.457, 2.781, -0.655], [-3.807, 3.919, -1.504], [-4.559, 1.970, -0.138], [4.873, 2.814, 1.508], [5.551, 2.263, -0.032], [4.337, 1.276, 0.806], [4.960, 4.516, -0.557], [3.293, 4.983, -0.829], [4.123, 3.908, -1.981], [1.583, 3.669, -1.792], [1.122, 4.321, -0.197], [-1.294, 3.464, -2.065], [-1.080, 4.297, -0.504], [-3.606, 3.708, -2.556], [-3.265, 4.818, -1.213], [-4.868, 4.122, -1.396], [-4.169, 1.050, 0.282], [-5.241, 1.741, -0.955], [-5.104, 2.514, 0.634], [-0.695, -3.099, 5.204], [-0.382, -1.710, 4.724], [-0.390, -1.615, 3.186], [-0.059, -0.262, 2.728], [-0.641, -3.152, 6.226], [-0.033, -3.783, 4.830], [-1.635, -3.393, 4.927], [0.598, -1.438, 5.114], [-1.125, -1.038, 5.150], [-1.372, -1.886, 2.797], [0.347, -2.305, 2.770], [0.878, 0.002, 3.021], [-0.715, 0.415, 3.108], [0.174, -8.251, -4.571], [0.224, -7.217, -4.070], [0.241, -5.950, -3.420], [0.924, -5.812, -2.197], [0.906, -4.607, -1.548], [0.198, -3.507, -2.096], [-0.455, -3.653, -3.344], [-0.433, -4.859, -3.994], [0.139, -2.310, -1.389], [0.084, -1.229, -0.778], [1.464, -6.651, -1.783], [1.434, -4.480, -0.613], [-0.971, -2.807, -3.777], [-0.932, -4.978, -4.946]], "homo_lumo_gap_ev": [8.5, 5.7], "charge": 3, "e_homo_ev": [-16.282, -16.373], "lumo_ev": [-7.74, -10.72], "total_energy_ha": -1334.71077, "spin_multiplicity": 6}

=====

Record 5
{"formula": "C19H29NO5", "method": "ωB97M-V with the def2-TZVPD basis set", "symbols": ["C", "C", "H", "H", "O", "C", "O", "C", "C", "C", "C", "N", "C", "H", "H", "C", "H", "C", "O", "H", "C", "O", "C", "C", "C", "C", "C", "C", "C", "O", "C", "H", "H", "H", "H", "H", "H", "H", "H", "H", "H", "H", "H", "H", "H", "H", "H", "H", "H", "H", "H", "H", "H", "H"], "coordinates": [[-0.346, -3.509, 0.980], [-1.308, -2.963, 2.026], [-2.189, -3.608, 2.106], [-0.820, -2.875, 2.999], [-1.735, -1.641, 1.697], [-2.814, -1.516, 0.913], [-3.476, -2.442, 0.519], [-3.035, -0.068, 0.555], [-4.489, 0.239, 0.201], [-4.596, 1.673, -0.311], [-3.636, 1.884, -1.487], [-2.253, 1.581, -1.159], [-2.136, 0.226, -0.671], [-1.102, 0.029, -0.398], [-2.425, -0.449, -1.484], [-1.575, 2.580, -0.343], [-1.373, 2.233, 0.674], [-0.234, 2.967, -0.999], [-0.431, 3.313, -2.345], [-1.024, 2.639, -2.710], [0.806, 1.837, -0.888], [0.871, 1.403, 0.453], [1.532, 0.174, 0.635], [3.031, 0.232, 0.474], [3.727, 1.408, 0.683], [5.103, 1.456, 0.531], [5.787, 0.311, 0.172], [5.108, -0.881, -0.031], [3.729, -0.931, 0.120], [2.970, -2.058, -0.049], [3.612, -3.247, -0.441], [4.118, -3.133, -1.405], [4.332, -3.582, 0.312], [2.820, -3.990, -0.536], [5.667, -1.762, -0.305], [6.859, 0.333, 0.049], [5.635, 2.381, 0.693], [3.174, 2.290, 0.968], [1.135, -0.584, -0.058], [1.283, -0.136, 1.656], [1.782, 2.204, -1.236], [0.508, 1.010, -1.549], [0.162, 3.857, -0.499], [-2.188, 3.483, -0.287], [-3.692, 2.913, -1.849], [-3.926, 1.220, -2.309], [-5.617, 1.882, -0.632], [-4.344, 2.368, 0.493], [-5.126, 0.098, 1.076], [-4.818, -0.462, -0.569], [-2.699, 0.551, 1.392], [-0.018, -4.503, 1.275], [-0.847, -3.577, 0.017], [0.523, -2.862, 0.884]], "homo_lumo_gap_ev": 9.3, "de_lowest_kcal_mol": 13.8, "e_homo_ev": -8.532, "lumo_ev": 0.75, "smiles": "CCOC(=O)[C@@H]1CCCN(C[C@H](O)COCc2ccccc2OC)C1", "total_energy_ha": -1172.33910}

=====

Record 6
{"formula": "C19H2F15GeI2OReSSbSe4", "method": "ωB97M-V with the def2-TZVPD basis set", "symbols": ["Re", "I", "C", "I", "H", "H", "O", "F", "C", "C", "C", "F", "C", "F", "C", "F", "C", "F", "Ge", "S", "C", "C", "F", "C", "F", "C", "F", "C", "F", "C", "F", "C", "C", "F", "C", "F", "C", "F", "C", "F", "C", "F", "Se", "Sb", "Se", "Se", "Se"], "coordinates": [[3.464, 5.029, -0.989], [5.038, 3.505, 0.737], [4.090, 1.646, 0.283], [2.047, 1.884, -0.285], [4.143, 1.052, 1.188], [4.654, 1.182, -0.518], [1.880, 5.187, -1.503], [-2.612, -1.474, 2.386], [-3.609, -0.877, 1.713], [-3.394, -0.292, 0.480], [-4.517, 0.244, -0.134], [-4.416, 0.767, -1.362], [-5.776, 0.230, 0.434], [-6.832, 0.750, -0.201], [-5.941, -0.352, 1.679], [-7.149, -0.386, 2.253], [-4.855, -0.913, 2.318], [-5.021, -1.493, 3.515], [-1.648, -0.070, -0.465], [-1.179, 1.897, -1.036], [-0.279, -0.857, 0.766], [-0.029, -0.194, 1.954], [-0.811, 0.829, 2.318], [1.001, -0.538, 2.807], [1.208, 0.126, 3.948], [1.832, -1.591, 2.473], [2.830, -1.940, 3.288], [1.612, -2.290, 1.300], [2.400, -3.322, 0.980], [0.562, -1.913, 0.477], [0.403, -2.654, -0.636], [-1.785, -1.345, -2.023], [-0.747, -1.351, -2.941], [0.353, -0.629, -2.717], [-0.768, -2.104, -4.101], [0.260, -2.084, -4.957], [-1.865, -2.900, -4.376], [-1.901, -3.635, -5.492], [-2.917, -2.935, -3.482], [-3.981, -3.711, -3.732], [-2.852, -2.166, -2.332], [-3.913, -2.274, -1.507], [7.541, 5.670, 2.054], [9.029, 3.838, 2.236], [4.916, 6.702, -1.435], [11.387, 4.112, 2.165], [8.147, 1.639, 2.475]], "homo_lumo_gap_ev": [6.6, 6.8], "charge": -2, "de_lowest_kcal_mol": 10.1, "e_homo_ev": [-3.366, -3.440], "lumo_ev": [3.25, 3.33], "total_energy_ha": -15293.29346, "spin_multiplicity": 2}